No. 1
13
Properties=species:S:1:pos:R:3:forces:R:3 method="wB97M-V/def2-TZVPD" homo_ha=-0.3153 e_lumo_ev=0.20 relative_energy_kj_mol=690.39 gap_ev=8.78 smiles="C=N/N=N/N.C#C"
C -3.115 -1.422 -0.359 1.4 1.2 -3.2
N -2.059 -0.908 0.190 -3.5 -5.2 0.8
N -1.467 0.151 0.030 -0.1 5.1 0.0
N -0.267 0.383 0.104 0.8 -1.5 -0.3
N 0.026 1.687 0.324 -4.1 -0.9 -1.8
H -3.449 -1.201 -1.474 0.7 0.1 2.3
H -3.611 -2.286 0.027 0.1 -0.2 0.8
H 0.931 1.774 0.258 5.9 0.8 -0.2
H -0.374 2.157 1.072 -1.3 0.7 1.6
C 3.917 0.023 0.105 -0.7 1.2 -0.6
C 2.757 -0.260 -0.123 3.9 0.6 0.8
H 4.850 0.601 0.134 -0.8 -0.9 0.2
H 1.859 -0.700 -0.288 -2.3 -0.8 -0.3

***

No. 2
24
Properties=species:S:1:pos:R:3:forces:R:3 method="wB97M-V/def2-TZVPD" homo_ha=-0.3169 e_lumo_ev=0.82 relative_energy_kj_mol=199.22 gap_ev=9.44 smiles="CCN(C)C.C=N.O"
C 1.506 1.434 -0.828 0.0 -0.3 0.1
C 0.706 0.185 -1.138 -1.9 0.3 0.0
N -0.642 0.079 -0.317 1.6 -0.1 -1.4
C -1.586 1.088 -0.771 0.2 0.0 -0.1
C -1.188 -1.258 -0.503 0.1 0.0 0.0
H 1.886 1.409 0.191 0.1 0.0 0.0
H 0.927 2.341 -0.966 -0.1 0.2 0.0
H 2.358 1.475 -1.512 0.0 0.0 0.1
H 0.366 0.206 -2.182 0.0 0.1 0.0
H 1.316 -0.711 -1.060 -0.3 0.0 0.7
H -1.711 1.069 -1.861 0.0 0.0 0.0
H -2.565 0.917 -0.323 0.0 0.0 0.1
H -1.237 2.076 -0.480 0.0 0.1 0.0
H -2.102 -1.371 0.084 0.0 0.0 0.0
H -1.434 -1.457 -1.554 0.1 0.0 0.0
H -0.451 -1.985 -0.169 0.0 -0.1 0.0
C -0.430 0.297 1.760 0.3 -0.4 1.2
N 0.123 -0.760 2.268 -0.3 -0.1 -0.2
H -1.491 0.521 1.898 0.0 -0.1 -0.3
H 0.209 1.165 1.664 0.0 0.1 -0.4
H -0.536 -1.498 2.503 -0.2 0.2 0.0
O 1.976 -1.766 0.708 -1.2 0.4 0.7
H 1.232 -1.410 1.415 1.9 -0.5 -0.9
H 2.769 -2.045 1.172 -0.2 0.1 0.3

***

No. 3
19
Properties=species:S:1:pos:R:3:forces:R:3 method="wB97M-V/def2-TZVPD" homo_ha=-0.3613 e_lumo_ev=1.08 relative_energy_kj_mol=160.43 gap_ev=10.91 smiles="C=NC.CCC"
C 1.042 1.968 -0.351 0.1 0.5 0.1
N -0.195 1.813 -0.551 0.6 -0.7 0.4
C -1.020 2.207 0.565 -0.6 0.7 0.4
H 1.815 1.568 -0.998 -0.2 0.0 -0.4
H 1.419 2.563 0.496 0.0 -0.3 0.1
H -1.348 1.343 1.158 0.1 -0.1 -0.4
H -0.504 2.872 1.270 0.1 0.0 -0.1
H -1.915 2.727 0.225 0.0 -0.1 -0.1
C 1.340 -2.025 0.323 -1.1 -0.2 -0.2
C 0.102 -1.614 -0.494 -0.2 0.4 -1.6
C -1.210 -1.919 0.221 0.2 -1.0 0.1
H 1.550 -3.079 0.127 -0.1 -0.1 0.3
H 2.255 -1.503 0.077 0.0 0.4 0.1
H 1.024 -1.916 1.363 0.7 0.1 0.1
H 0.138 -0.618 -0.942 0.1 0.3 0.7
H 0.056 -2.190 -1.429 0.2 -0.3 0.2
H -2.066 -2.076 -0.442 0.3 0.1 -0.2
H -1.576 -1.245 0.997 0.5 0.2 0.1
H -0.958 -2.897 0.664 -0.8 0.2 0.3

***

No. 4
11
Properties=species:S:1:pos:R:3:forces:R:3 method="wB97M-V/def2-TZVPD" homo_ha=-0.3721 e_lumo_ev=0.45 relative_energy_kj_mol=300.93 gap_ev=10.58 smiles="N=C=O.C#C.C#N"
N -0.335 -0.024 2.473 0.0 -0.1 -0.9
C -0.558 -0.875 1.634 -0.1 -0.3 0.9
O -0.766 -1.648 0.790 0.1 0.5 0.4
H -0.359 -0.055 3.477 -0.1 -0.3 -0.1
C 0.235 -0.314 -2.480 -0.2 -0.7 0.4
C -0.122 -1.352 -1.987 0.2 0.7 -0.3
H 0.552 0.641 -2.823 0.0 -0.1 -0.2
H -0.439 -2.213 -1.450 0.0 -0.1 -0.3
C 0.587 1.926 0.145 0.5 0.8 -1.7
N 0.848 2.223 -0.941 -0.3 -0.3 1.4
H 0.351 1.685 1.150 -0.1 -0.2 0.3

***

No. 5
10
Properties=species:S:1:pos:R:3:forces:R:3 method="wB97M-V/def2-TZVPD" homo_ha="-0.3572 / -0.3570" e_lumo_ev="-2.57 / -2.57" relative_energy_kj_mol=148.66 gap_ev="7.15 / 7.14"
C -0.043 0.475 0.581 0.4 -0.7 0.1
C -0.263 0.305 -0.905 0.1 -0.8 -1.1
O -0.881 -0.366 1.257 -1.1 3.3 1.2
O 1.299 0.513 0.878 -0.1 1.2 1.4
Br 1.015 1.073 -2.034 -0.2 -0.4 0.1
Br -0.008 -2.485 -0.968 0.1 1.8 0.1
Br -1.997 0.424 -1.518 -0.1 -0.1 0.0
H -0.349 1.467 0.900 -0.5 0.4 -0.5
H -0.658 -1.248 1.230 1.1 -3.4 -0.6
H 1.884 -0.158 0.580 0.2 -1.5 -0.7

***

No. 6
12
Properties=species:S:1:pos:R:3:forces:R:3 method="wB97M-V/def2-TZVPD" homo_ha="-0.3516 / -0.3516" charge=+1 e_lumo_ev="-5.04 / -5.60" relative_energy_kj_mol=161.22 gap_ev="4.52 / 3.97" multiplicity=2
C -1.340 0.368 0.256 -4.2 0.5 -1.5
C 0.001 -0.254 -0.072 -0.7 -1.3 -0.6
O 0.963 0.798 -0.224 2.2 0.8 -0.4
C 2.233 0.492 -0.477 -0.1 -0.1 -0.1
O 2.537 -0.722 -0.595 2.1 0.3 -0.4
O -1.965 -0.144 1.291 -0.3 -1.1 2.8
H -1.277 1.477 0.252 0.2 -0.4 -0.2
H -0.071 -0.840 -1.001 0.3 0.2 0.2
H 0.301 -0.938 0.736 -0.2 0.4 -0.1
Y 4.802 0.367 -1.011 -3.9 -0.5 0.8
Li -3.645 -0.756 1.429 1.1 0.5 -0.1
H -2.539 0.153 -0.584 3.4 0.8 -0.3

***

No. 7
12
Properties=species:S:1:pos:R:3:forces:R:3 method="wB97M-V/def2-TZVPD" homo_ha=-0.3647 e_lumo_ev=-0.45 relative_energy_kj_mol=213.65 gap_ev=9.48
C 0.080 -0.271 -0.021 1.3 1.0 1.8
C -0.215 0.699 1.098 -3.3 0.7 2.2
C 1.401 0.466 -0.348 0.8 -0.3 -0.1
C -0.867 -0.183 -1.156 -1.8 -3.3 -1.6
H -0.134 -2.050 -0.141 -0.8 -2.3 -1.6
H 0.310 0.456 2.079 -0.9 -0.1 -1.5
H -1.439 0.766 1.321 3.3 0.3 -0.6
H -1.417 0.810 -1.270 0.6 -1.2 -0.5
O 0.209 -1.501 0.520 0.8 -0.1 0.9
O 2.470 0.034 -0.653 -1.1 1.0 0.1
O -1.092 -1.273 -1.760 0.4 4.2 1.6
S 0.693 2.046 0.330 0.7 0.2 -0.5

***

No. 8
16
Properties=species:S:1:pos:R:3:forces:R:3 method="wB97M-V/def2-TZVPD" homo_ha=-0.3285 e_lumo_ev=1.01 relative_energy_kj_mol=545.08 gap_ev=9.95 smiles=O[C@]12C[C@H]1N1C[C@H]12.[H][H]
O -1.206 -1.655 -0.575 0.1 -0.1 0.0
C -0.572 -0.573 -0.002 0.0 0.3 0.1
C -0.819 0.823 -0.389 -0.1 0.1 0.1
C 0.613 0.234 -0.433 0.1 0.1 -0.4
N 1.362 -0.053 0.839 0.2 0.2 0.0
C 0.671 0.616 1.924 -0.1 0.2 0.2
C 0.111 -0.649 1.376 -0.1 -0.3 0.2
H -0.519 -2.297 -0.801 -0.2 0.0 0.0
H -1.257 0.896 -1.384 0.3 0.1 0.2
H -1.190 1.578 0.298 0.1 -0.1 0.0
H 1.213 0.322 -1.327 -0.2 -0.2 0.1
H 0.265 1.600 1.721 -0.2 -0.2 0.1
H 1.196 0.527 2.873 -0.1 0.0 -0.1
H 0.104 -1.560 1.967 0.2 0.1 -0.1
H -0.187 0.403 -3.085 0.0 0.0 -0.2
H 0.214 -0.212 -3.002 -0.1 -0.1 -0.2

***

No. 9
21
Properties=species:S:1:pos:R:3:forces:R:3 method="wB97M-V/def2-TZVPD" homo_ha=-0.3082 e_lumo_ev=0.33 relative_energy_kj_mol=4.73 gap_ev=8.71 smiles="BrC1=C[C@H]2[C@H](Br)[C@H]2c2ccccc21"
Br 3.531 0.531 0.930 0.3 0.1 -0.1
C 1.881 -0.142 0.340 -1.4 0.1 0.1
C 1.719 -1.438 0.107 3.4 -0.9 0.1
C 0.532 -2.152 -0.257 -0.7 0.7 0.1
C -0.820 -2.070 0.397 0.7 -1.7 -1.1
Br -1.747 -3.777 0.388 0.0 0.9 0.1
C -0.501 -1.294 -0.826 -3.6 0.3 -2.7
C -0.436 0.149 -0.428 1.9 -0.3 -0.7
C -1.518 0.912 -0.682 0.8 2.2 1.4
C -1.453 2.255 -0.245 0.8 -0.5 -0.1
C -0.375 2.876 0.379 0.0 -2.7 -0.3
C 0.724 2.048 0.602 0.1 0.4 0.0
C 0.727 0.756 0.174 -0.7 -1.9 -0.4
H 2.668 -1.989 0.003 -0.5 -0.1 0.5
H 0.547 -3.090 -0.700 1.1 -1.5 -0.8
H -0.903 -1.450 1.204 -0.7 0.8 2.5
H -1.145 -1.568 -1.815 1.9 0.8 2.3
H -2.388 0.447 -1.056 -1.0 0.0 -0.6
H -2.269 2.844 -0.419 -2.2 1.4 -0.4
H -0.405 3.841 0.797 -0.2 1.1 0.1
H 1.630 2.310 1.107 0.2 0.8 0.3

***

No. 10
91
Properties=species:S:1:pos:R:3:forces:R:3 method="wB97M-V/def2-TZVPD" homo_ha="-0.0556 / -0.0557" charge=-2 e_lumo_ev="3.71 / 3.71" relative_energy_kj_mol=91.33 gap_ev="5.22 / 5.23" multiplicity=2
Ce -0.368 0.848 1.972 0.4 -0.1 0.1
C -2.997 -2.513 -1.198 0.1 0.0 0.0
C -2.340 -2.394 -2.567 -0.2 -0.1 0.0
C -2.507 -3.735 -3.293 0.1 0.1 0.0
C -3.025 -1.256 -3.332 0.1 0.0 0.0
N -0.889 -2.078 -2.526 0.3 0.3 0.0
C -0.195 -2.005 -3.728 0.0 -0.2 -0.1
C 1.026 -1.518 -3.471 0.0 0.0 -0.1
N 1.115 -1.262 -2.129 -0.5 -0.2 0.0
B 2.375 -0.646 -1.484 -0.3 -0.2 0.1
N 2.710 -1.628 -0.297 0.1 0.1 0.9
C 2.898 -2.921 -0.736 0.2 0.1 -0.2
C 2.918 -3.743 0.316 0.0 -0.2 -0.1
N 2.738 -2.976 1.450 -0.1 0.3 -0.2
C 2.597 -1.660 1.071 0.3 -0.3 -0.3
S 2.464 -0.351 2.149 0.1 0.6 -0.6
C 2.745 -3.657 2.769 0.2 -0.1 0.3
C 4.169 -4.190 2.985 -0.1 0.0 -0.1
C 1.730 -4.808 2.699 0.1 0.1 -0.1
C 2.366 -2.777 3.950 0.0 0.0 0.0
N 2.233 0.867 -1.227 -0.1 0.6 0.2
C 3.340 1.548 -0.747 -0.1 -0.1 0.1
C 3.220 2.841 -1.061 0.3 0.1 0.0
N 2.041 3.007 -1.766 -0.1 -0.3 0.3
C 1.429 1.777 -1.876 0.5 -0.2 -0.3
S 0.074 1.422 -2.824 -0.4 0.3 0.0
C 1.616 4.306 -2.349 -0.3 -0.1 -0.3
C 1.690 4.200 -3.878 0.0 0.1 0.1
C 2.569 5.405 -1.884 0.0 -0.1 0.1
C 0.199 4.659 -1.890 0.1 -0.1 0.1
C -0.064 -1.602 -1.533 0.4 -0.4 -0.2
S -0.327 -1.670 0.149 -0.2 0.1 -0.4
H -4.058 -2.735 -1.338 0.0 0.0 -0.1
H -2.915 -1.585 -0.647 0.0 0.0 0.1
H -2.543 -3.301 -0.603 0.0 0.0 0.1
H -3.543 -4.064 -3.215 0.0 0.0 0.0
H -1.870 -4.490 -2.832 0.0 0.0 0.0
H -2.252 -3.664 -4.351 0.0 0.0 0.0
H -4.107 -1.394 -3.339 0.0 -0.1 0.0
H -2.671 -1.195 -4.362 0.0 0.0 0.0
H -2.793 -0.307 -2.845 0.0 0.0 0.0
H -0.627 -2.308 -4.664 0.0 0.0 0.0
H 1.833 -1.289 -4.142 0.0 0.0 0.0
H 3.293 -0.751 -2.267 0.0 -0.2 -0.2
H 2.997 -3.149 -1.782 0.0 0.0 0.0
H 3.051 -4.807 0.344 0.0 0.0 0.0
H 4.477 -4.832 2.158 0.1 0.0 0.0
H 4.226 -4.764 3.911 0.0 0.0 0.0
H 4.862 -3.350 3.049 0.0 0.0 0.0
H 2.043 -5.593 2.009 0.0 0.0 0.0
H 0.764 -4.421 2.372 0.0 0.0 0.0
H 1.617 -5.248 3.689 0.0 0.0 0.0
H 3.064 -1.960 4.097 0.0 0.0 0.1
H 2.364 -3.399 4.849 0.0 -0.1 0.0
H 1.373 -2.348 3.835 0.1 0.0 0.0
H 4.116 1.046 -0.202 0.0 -0.1 0.1
H 3.868 3.659 -0.819 0.0 0.0 0.1
H 2.698 3.908 -4.184 0.0 0.0 0.0
H 1.449 5.167 -4.325 0.0 0.0 0.0
H 0.982 3.457 -4.238 0.0 0.0 0.0
H 3.555 5.302 -2.344 0.0 0.0 0.1
H 2.669 5.399 -0.800 0.0 0.1 0.1
H 2.154 6.369 -2.175 0.0 0.0 -0.1
H -0.522 3.949 -2.280 0.0 -0.1 0.0
H -0.069 5.659 -2.236 0.1 0.0 0.0
H 0.145 4.637 -0.800 0.0 0.0 0.0
S -0.673 8.328 4.239 0.0 0.4 0.1
C -0.580 6.703 3.923 0.1 -0.5 -0.1
S -1.900 5.607 4.095 0.4 0.0 -0.2
C -1.108 4.140 3.516 0.2 0.4 0.0
C 0.196 4.289 3.182 -0.1 0.2 0.1
S 1.280 3.083 2.566 0.3 0.0 -0.3
S 0.849 5.911 3.378 -0.4 0.0 0.1
S -2.063 2.711 3.405 -0.2 -0.3 0.1
Cl -7.917 -0.366 0.314 -0.1 0.0 -0.1
C -6.224 -0.366 0.757 0.0 0.0 -0.1
C -5.751 -1.357 1.633 0.1 0.0 -0.1
C -4.436 -1.376 1.998 0.1 0.0 0.0
C -3.510 -0.382 1.542 -0.4 0.1 -0.1
O -2.306 -0.401 1.927 -0.5 -0.2 0.2
C -4.028 0.606 0.636 0.1 -0.3 0.4
C -3.177 1.649 0.143 -0.1 0.2 -0.2
O -1.977 1.775 0.346 0.1 0.1 -0.3
C -5.381 0.585 0.257 0.1 0.1 0.0
H -6.440 -2.104 2.007 0.0 0.0 0.0
H -4.051 -2.142 2.658 0.0 0.0 0.0
H -3.686 2.414 -0.474 0.1 -0.1 -0.1
H -5.748 1.339 -0.431 0.0 0.0 0.0
S -0.485 -0.789 4.325 -0.6 -0.1 -0.1
C 0.593 0.214 5.098 0.5 0.0 0.8
N 1.342 0.843 5.723 0.0 0.0 -0.2

***

No. 11
19
Properties=species:S:1:pos:R:3:forces:R:3 method="wB97M-V/def2-TZVPD" homo_ha="-0.3489 / -0.3376" e_lumo_ev="0.36 / -3.20" relative_energy_kj_mol=501.80 gap_ev="9.85 / 5.99" multiplicity=2
N 0.034 0.703 0.836 -1.5 -1.5 0.5
O -1.000 1.164 0.305 1.9 -0.4 0.7
O 1.072 1.483 0.946 0.0 0.0 -0.8
O 0.116 -0.471 1.256 0.0 1.8 -0.5
C 3.451 1.025 3.483 0.0 -0.5 0.5
C 2.416 2.062 3.261 -0.2 -1.3 0.9
C 2.279 2.778 2.108 0.3 1.8 -1.2
C 1.242 3.874 2.000 0.0 0.0 0.0
C 3.429 2.832 1.116 -0.3 -0.1 -0.1
H 3.224 0.515 4.426 0.2 0.0 -0.2
H 3.454 0.253 2.697 -0.1 0.4 0.0
H 4.475 1.418 3.563 -0.2 0.1 -0.1
H 1.670 2.151 4.054 0.1 0.2 -0.3
H 1.447 4.505 1.131 -0.1 -0.1 0.2
H 0.242 3.447 1.863 0.2 0.1 0.1
H 1.225 4.508 2.897 0.1 -0.2 -0.1
H 3.269 3.628 0.383 0.0 -0.2 0.2
H 4.389 3.037 1.615 -0.3 -0.1 0.1
H 3.549 1.890 0.566 -0.1 0.1 0.2

***

No. 12
14
Properties=species:S:1:pos:R:3:forces:R:3 method="wB97M-V/def2-TZVPD" homo_ha="-0.2966 / -0.2966" e_lumo_ev="-0.01 / -0.01" relative_energy_kj_mol=328.54 gap_ev="8.06 / 8.06"
C -1.030 -1.347 -0.306 0.2 -2.0 3.4
C -1.235 1.863 0.932 0.6 -3.9 -1.6
C 1.402 -0.056 -0.805 1.4 -0.4 1.4
P 0.218 -0.304 0.599 -1.1 2.0 0.7
S 3.125 -0.459 -0.037 -0.6 0.1 -0.9
H -0.510 -2.218 -0.771 -0.2 0.5 0.6
H -1.499 -0.864 -1.078 -1.6 1.3 -1.8
H -1.785 -1.751 0.525 1.5 0.9 -2.0
H -1.681 1.883 1.902 -0.4 -0.8 0.4
H -1.715 1.425 0.047 -0.7 0.5 0.8
H -0.852 2.791 0.709 1.6 1.8 -0.6
H 1.103 -0.774 -1.548 0.3 -0.4 -0.4
H 1.682 0.874 -1.275 -0.7 0.5 0.0
H 2.778 -1.064 1.106 -0.3 0.0 -0.1